one.
DFT (wB97M-V/def2-TZVPD) results for a molecular structure, C28H42BrI2N5O2S2SiTa.

Atoms and positions in Å:
Ta1 1.04904 2.08309 3.92346
N1 -2.91850 6.52268 9.05927
C1 -2.38626 5.49194 8.39415
C2 -1.47398 5.71926 7.33040
C3 -0.92262 4.66943 6.65657
C4 -1.26578 3.35564 7.02432
C5 -2.17934 3.10824 8.06423
C6 -2.72587 4.16200 8.73870
S1 -0.61176 2.03774 6.21403
O1 0.90083 2.24661 5.98757
O2 -0.92752 0.77924 6.78603
N2 -0.85425 2.10254 4.56463
C7 -2.17028 2.08058 4.02021
N3 -3.13612 1.83492 4.88074
C8 -4.36714 1.82679 4.36578
C9 -4.59338 2.06052 3.01972
C10 -3.48494 2.31701 2.22997
N4 -2.24727 2.33671 2.73014
H1 -2.67923 7.47258 8.83369
H2 -3.55557 6.37675 9.82356
H3 -1.21394 6.73470 7.06243
H4 -0.22168 4.85436 5.85141
H5 -2.43954 2.09148 8.32404
H6 -3.42228 3.98276 9.54699
H7 -5.17818 1.62706 5.05469
H8 -5.59072 2.05304 2.60648
H9 -3.58011 2.52295 1.17124
I1 4.35801 -0.82469 2.60702
C11 2.56785 -1.69352 3.29356
I2 1.66692 -0.67471 4.94683
H10 2.76662 -2.69099 3.66961
H11 1.82748 -1.70307 2.50316
S2 1.55836 4.29318 3.27404
C12 3.11141 3.84223 4.02529
C13 4.19905 4.67417 4.18179
C14 5.30382 4.15465 4.84251
C15 5.28743 2.84769 5.32342
C16 4.16646 2.07636 5.12349
N5 3.10360 2.57145 4.46547
H12 4.17468 5.68831 3.80995
H13 6.17872 4.77416 4.99102
H14 6.13584 2.43437 5.84873
H15 4.09445 1.05626 5.47114
C17 -1.88008 -3.50007 -8.71174
C18 -1.88495 -2.03304 -9.15548
C19 -2.98920 -1.30518 -8.36693
C20 -2.20482 -1.97838 -10.67465
Si1 -0.25491 -1.11351 -9.06252
Br1 0.80455 1.03274 1.76368
C21 -0.18944 0.70485 -9.51359
C22 0.72414 1.48621 -8.55118
C23 0.44350 0.67824 -10.93121
C24 -1.52926 1.44512 -9.59391
C25 1.34151 -2.07841 -8.87402
C26 1.27367 -3.04364 -7.67586
C27 1.40039 -2.89006 -10.19664
C28 2.63291 -1.26296 -8.74661
H16 -2.86300 -3.91929 -8.93929
H17 -1.72475 -3.60264 -7.63795
H18 -1.14487 -4.11034 -9.23325
H19 -3.92079 -1.85949 -8.50329
H20 -3.16358 -0.28904 -8.70720
H21 -2.77960 -1.28532 -7.29534
H22 -3.18330 -2.44163 -10.82509
H23 -1.48631 -2.54194 -11.27414
H24 -2.26728 -0.96374 -11.06899
H25 1.74449 1.11525 -8.52987
H26 0.33163 1.49318 -7.53203
H27 0.76077 2.52423 -8.89025
H28 1.42531 0.20526 -10.95945
H29 0.57594 1.71335 -11.25620
H30 -0.19979 0.18999 -11.66681
H31 -1.99601 1.55511 -8.61530
H32 -2.24256 0.98122 -10.27288
H33 -1.33168 2.44982 -9.97503
H34 0.46178 -3.76091 -7.74596
H35 1.18842 -2.50978 -6.72683
H36 2.20791 -3.60946 -7.64614
H37 0.53508 -3.53547 -10.34857
H38 2.27966 -3.53771 -10.15112
H39 1.51666 -2.25046 -11.07456
H40 2.68245 -0.71961 -7.80316
H41 2.78690 -0.56094 -9.56411
H42 3.47142 -1.96324 -8.76374

The highest occupied orbital energy is -0.5380 Ha. Its orbital gap is 6.1 eV. Its total charge is +3.

***

two.
DFT (wB97M-V/def2-TZVPD) results for a molecular structure, C28H42BrI2N5O2S2SiTa.

Atoms and positions in Å:
Ta1 1.87946 0.22034 -0.39478
N1 7.98249 4.35772 2.50503
C1 7.15825 3.56921 1.81533
C2 5.83270 3.33275 2.27780
C3 5.00101 2.49924 1.59384
C4 5.46752 1.87387 0.41506
C5 6.76840 2.12374 -0.08047
C6 7.59092 2.96197 0.60883
S1 4.50775 0.84908 -0.47073
O1 3.55699 0.05221 0.54460
O2 5.22842 0.02665 -1.36509
N2 3.17109 1.56013 -1.14615
C7 3.27403 2.79414 -1.85105
N3 4.46266 3.10032 -2.32044
C8 4.53080 4.26409 -2.97466
C9 3.41866 5.07504 -3.14723
C10 2.23233 4.64288 -2.58982
N4 2.14922 3.47884 -1.92462
H1 7.71055 4.76299 3.38465
H2 8.93437 4.50076 2.21109
H3 5.49739 3.80882 3.19020
H4 4.00299 2.30944 1.96956
H5 7.10495 1.64858 -0.99137
H6 8.59103 3.15657 0.24356
H7 5.50060 4.54274 -3.36840
H8 3.48038 6.00876 -3.68636
H9 1.32526 5.23042 -2.66316
I1 0.52278 2.79290 0.24567
C11 -0.17486 2.01369 2.08325
I2 1.19900 0.55928 2.77584
H10 -1.14815 1.55140 1.97254
H11 -0.17497 2.82316 2.80397
S2 2.42962 -1.65105 -1.79058
C12 1.59468 -0.68494 -3.01173
C13 1.50514 -0.98039 -4.35722
C14 0.81343 -0.08506 -5.15758
C15 0.23529 1.05236 -4.59776
C16 0.38123 1.28479 -3.24855
N5 1.05681 0.42035 -2.47689
H12 1.96503 -1.87459 -4.75449
H13 0.72250 -0.27295 -6.21979
H14 -0.32841 1.74786 -5.20297
H15 -0.05170 2.14528 -2.76065
C17 -2.01728 -4.67150 1.08151
C18 -2.57089 -3.53367 1.95562
C19 -1.40462 -3.05045 2.84024
C20 -3.70521 -4.08607 2.86050
Si1 -3.43738 -2.21152 0.96768
Br1 -0.42612 -0.76766 -0.06988
C21 -4.04369 -0.66719 1.82097
C22 -3.94866 0.60558 0.95679
C23 -5.53583 -0.97554 2.11855
C24 -3.33461 -0.37971 3.15156
C25 -4.10174 -2.61934 -0.72308
C26 -3.02961 -3.16221 -1.69152
C27 -5.17196 -3.70894 -0.45475
C28 -4.77311 -1.42984 -1.42630
H16 -1.58712 -5.42631 1.74471
H17 -1.22287 -4.33241 0.41461
H18 -2.78197 -5.17034 0.48942
H19 -0.96000 -3.93295 3.30768
H20 -1.71441 -2.38839 3.64178
H21 -0.61865 -2.55925 2.26313
H22 -3.27893 -4.88269 3.47676
H23 -4.53034 -4.52260 2.29406
H24 -4.11302 -3.33591 3.54107
H25 -4.62269 0.59451 0.10523
H26 -2.93869 0.78741 0.57983
H27 -4.23702 1.45653 1.58147
H28 -6.12467 -1.16770 1.22155
H29 -5.96912 -0.09897 2.60904
H30 -5.66231 -1.82090 2.79900
H31 -2.26608 -0.18794 3.02093
H32 -3.44877 -1.18357 3.87671
H33 -3.78862 0.51143 3.59468
H34 -2.58811 -4.10072 -1.37047
H35 -2.22571 -2.44374 -1.86500
H36 -3.51551 -3.34460 -2.65379
H37 -4.76008 -4.62020 -0.02292
H38 -5.61841 -3.97791 -1.41618
H39 -5.98319 -3.35771 0.18908
H40 -4.06088 -0.64039 -1.67097
H41 -5.59623 -0.99782 -0.85956
H42 -5.19352 -1.79213 -2.36797

The highest occupied orbital energy is -0.5710 Ha. Its orbital gap is 6.0 eV. Its total charge is +3.

***

Computed relative energies in units of hartree: one 0.0000; two 0.0614

***

one.
DFT (wB97M-V/def2-TZVPD) results for 3 unconnected molecules or ions with the total composition C7H14S.

Atoms and positions in Å:
C1 -1.87521 -0.07126 1.43698
C2 -0.04324 0.17260 -0.22900
C3 -0.59189 0.34528 2.09123
C4 0.41662 0.82035 1.03546
C5 0.62107 2.27779 0.89886
C6 0.93167 -1.53221 -4.18328
C7 0.46986 -0.38251 -4.59279
S1 -1.66865 -0.36122 -0.17246
H1 -2.70042 -0.39085 2.05266
H2 0.27093 0.46937 -1.23361
H3 -0.68630 1.09407 2.94879
H4 0.02780 -0.49313 2.55276
H5 1.46302 0.30016 1.26589
H6 0.72060 2.76635 1.92466
H7 -0.28254 2.65179 0.28445
H8 1.57605 2.54215 0.36982
H9 1.29908 -1.59736 -3.12007
H10 0.70819 -2.49959 -4.50461
H11 -0.24498 -3.20032 5.37734
H12 0.79967 0.58433 -4.23891
H13 -0.21648 -0.25734 -5.46604
H14 -0.99487 -3.23844 5.50190

The highest occupied orbital energy (alpha / beta) is -0.2593 / -0.2654 Ha. Its orbital gap (alpha / beta) is 7.5 / 7.7 eV.

***

two.
DFT (wB97M-V/def2-TZVPD) results for C7H14S in the gas phase.

Atoms and positions in Å:
C1 -0.08078 1.27829 1.56341
C2 -0.06462 0.66756 0.32690
C3 -0.69894 1.61433 -0.88352
S1 -2.06447 2.74244 -0.38161
C4 0.25861 -0.72555 -0.04696
C5 1.17618 -0.67710 -1.30591
C6 -1.07847 -1.53023 -0.24129
C7 1.14213 -1.32410 1.03953
H1 0.09098 0.67055 2.38197
H2 -0.39396 2.27945 1.63463
H3 0.28463 2.19959 -1.25681
H4 -1.15149 1.02238 -1.65069
H5 -1.39476 3.38420 0.62159
H6 1.50794 -1.60466 -1.68523
H7 0.77555 -0.02766 -2.11113
H8 2.02427 -0.13763 -0.98053
H9 -1.04768 -2.50029 -0.77259
H10 -1.65649 -1.69170 0.69424
H11 -1.62735 -1.00369 -0.90405
H12 1.61868 -2.13738 0.58409
H13 1.77697 -0.68240 1.54754
H14 0.60309 -1.81639 1.82641

The highest occupied orbital energy is -0.3273 Ha. Its orbital gap is 9.7 eV. As for the SMILES: C=C(CS)C(C)(C)C.

***

Computed relative energies in units of hartree: one 0.1166; two 0.0000

***

one.
DFT (wB97M-V/def2-TZVPD) results for 2 unconnected molecules or ions with the total composition C5H16N2O.

Atoms and positions in Å:
C1 -2.56891 -0.32024 -2.35634
C2 -1.46025 0.54350 -1.87210
C3 -0.13513 -0.30469 -1.51707
C4 0.38695 0.10847 -0.14244
C5 0.46212 -0.76138 0.96910
N1 1.35187 -0.64769 2.05976
N2 -1.11788 1.85951 -2.54965
H1 -2.38972 -1.24562 -1.95083
H2 -3.59642 -0.07672 -2.00383
H3 -2.67170 -0.31936 -3.53495
H4 -1.89453 0.88355 -0.91169
H5 0.68370 -0.42056 -2.20534
H6 -0.63121 -1.30744 -1.66393
H7 0.85384 1.04672 -0.29595
H8 -0.07666 -1.62572 0.87253
H9 2.27637 -0.94286 1.76983
H10 1.05247 -1.31399 2.94235
H11 1.46274 0.33301 2.43732
H12 -1.18575 2.50683 -1.76888
H13 -1.80820 2.09088 -3.24964
H14 -0.05735 1.86984 -2.96050
H15 3.38237 -0.98905 4.70702
H16 2.19554 -0.23219 5.32127
O1 2.58224 -0.54174 4.42970

The highest occupied orbital energy is -0.6501 Ha. Its orbital gap is 10.9 eV. Its total charge is +2.

***

two.
DFT (wB97M-V/def2-TZVPD) results for 2 unconnected molecules or ions with the total composition C5H16N2O.

Atoms and positions in Å:
C1 -2.76010 -0.50479 -1.92089
C2 -1.39984 0.21497 -1.65392
C3 -0.58756 -0.66326 -0.69442
C4 0.55084 -0.12591 0.16287
C5 0.70191 -0.48856 1.41012
N1 1.63873 0.14953 2.36955
N2 -0.73523 0.28805 -3.06336
H1 -3.39512 -0.33221 -1.09084
H2 -3.15586 -0.08184 -2.82653
H3 -2.71357 -1.55358 -2.24767
H4 -1.55590 1.25619 -1.40241
H5 -0.00786 -1.33476 -1.32792
H6 -1.40671 -1.19618 -0.17413
H7 1.17835 0.53937 -0.47378
H8 0.02296 -1.19728 1.85158
H9 1.83726 -0.41681 3.18731
H10 1.35322 1.10345 2.68861
H11 2.56120 0.32728 1.93261
H12 0.06322 0.91851 -3.06302
H13 -1.39690 0.65313 -3.75342
H14 -0.50109 -0.63798 -3.46382
H15 3.90366 0.65072 4.36585
H16 2.81918 1.50960 4.96945
O1 2.98523 0.92239 4.21818

The highest occupied orbital energy is -0.6641 Ha. Its orbital gap is 11.8 eV. Its total charge is +2.

***

Computed relative energies in units of hartree: one 0.0643; two 0.0000